Entry from OMol25: 12 unconnected molecules or ions with the total composition C90H204F12N6O16P2S2 in a non-equilibrium geometry (wB97M-V/def2-TZVPD).

Atoms and positions in Å:
C1 0.698 -2.733 3.080
C2 2.035 -2.266 3.565
N1 1.972 -1.696 5.064
C3 0.989 -0.526 5.072
C4 1.347 -2.763 6.084
C5 1.949 -4.206 5.992
C6 3.409 -1.343 5.462
C7 4.151 -0.383 4.397
O1 3.646 0.974 4.410
C8 4.082 1.731 5.539
H1 0.159 -3.480 3.662
H2 0.965 -3.194 2.129
H3 0.090 -1.902 2.723
H4 2.400 -1.451 2.941
H5 2.849 -2.991 3.579
H6 -0.019 -0.858 4.821
H7 1.284 0.300 4.425
H8 0.869 -0.076 6.057
H9 0.284 -2.775 5.841
H10 1.538 -2.368 7.082
H11 1.396 -4.923 6.599
H12 2.951 -4.323 6.405
H13 1.884 -4.667 5.007
H14 3.946 -2.284 5.579
H15 3.405 -0.909 6.462
H16 4.280 -0.773 3.388
H17 5.197 -0.362 4.702
H18 4.109 2.770 5.210
H19 5.097 1.477 5.845
H20 3.399 1.547 6.368
C9 -2.910 6.431 5.933
C10 -2.859 5.156 5.104
N2 -2.580 3.816 5.842
C11 -3.620 3.562 6.980
C12 -2.799 2.588 4.864
C13 -2.719 1.156 5.451
C14 -1.137 3.842 6.551
C15 0.096 4.245 5.590
O2 0.162 3.348 4.522
C16 1.322 3.538 3.749
H21 -3.130 7.321 5.344
H22 -2.026 6.643 6.535
H23 -3.771 6.328 6.595
H24 -2.057 5.243 4.371
H25 -3.821 5.007 4.614
H26 -4.596 3.461 6.505
H27 -3.706 4.372 7.705
H28 -3.263 2.669 7.493
H29 -2.017 2.757 4.123
H30 -3.698 2.824 4.295
H31 -3.371 0.997 6.310
H32 -1.690 0.998 5.774
H33 -2.951 0.340 4.767
H34 -0.971 2.816 6.877
H35 -1.189 4.394 7.489
H36 0.955 4.156 6.255
H37 -0.039 5.255 5.202
H38 1.575 2.749 3.041
H39 2.111 3.610 4.497
H40 1.316 4.483 3.206
C17 -2.659 1.714 -6.718
C18 -1.561 0.602 -6.791
N3 -1.010 0.167 -8.187
C19 -2.210 -0.327 -9.034
C20 -0.523 1.488 -8.920
C21 0.679 2.204 -8.325
C22 0.162 -0.946 -8.172
C23 0.116 -1.978 -6.979
O3 -1.133 -2.661 -7.099
C24 -1.037 -3.778 -7.939
H41 -3.571 1.266 -7.113
H42 -2.516 2.658 -7.244
H43 -2.952 1.976 -5.702
H44 -2.023 -0.215 -6.237
H45 -0.651 0.903 -6.271
H46 -2.533 -1.284 -8.626
H47 -1.861 -0.346 -10.067
H48 -3.000 0.424 -9.048
H49 -1.243 2.306 -8.945
H50 -0.222 1.174 -9.919
H51 0.432 2.688 -7.380
H52 1.004 3.020 -8.971
H53 1.646 1.710 -8.232
H54 1.095 -0.429 -7.948
H55 0.118 -1.390 -9.167
H56 0.203 -1.482 -6.012
H57 0.951 -2.679 -6.971
H58 -0.164 -4.366 -7.659
H59 -0.987 -3.525 -8.998
H60 -2.006 -4.253 -7.783
C25 -11.897 -4.050 -2.858
C26 -11.234 -2.654 -2.863
N4 -9.747 -2.758 -2.308
C27 -9.651 -3.424 -0.864
C28 -8.779 -3.498 -3.275
C29 -8.613 -2.719 -4.630
C30 -9.390 -1.229 -2.093
C31 -8.049 -0.911 -1.543
O4 -6.896 -1.423 -2.297
C32 -5.634 -1.100 -1.750
H61 -12.947 -4.080 -3.150
H62 -11.827 -4.616 -1.929
H63 -11.408 -4.623 -3.647
H64 -11.763 -2.130 -2.067
H65 -11.169 -2.240 -3.869
H66 -8.671 -3.327 -0.399
H67 -10.014 -4.450 -0.926
H68 -10.360 -2.989 -0.159
H69 -9.208 -4.487 -3.434
H70 -7.797 -3.623 -2.817
H71 -9.550 -2.444 -5.116
H72 -7.981 -3.303 -5.299
H73 -8.015 -1.816 -4.509
H74 -10.101 -0.888 -1.341
H75 -9.509 -0.677 -3.025
H76 -7.888 -1.049 -0.474
H77 -7.837 0.151 -1.664
H78 -5.633 -1.455 -0.719
H79 -5.275 -0.071 -1.717
H80 -4.724 -1.507 -2.191
C33 -7.106 0.884 1.744
C34 -7.034 1.857 0.515
N5 -6.880 3.392 0.832
C35 -5.511 3.447 1.588
C36 -6.597 4.217 -0.512
C37 -7.559 3.973 -1.669
C38 -7.856 4.052 1.806
C39 -9.253 4.335 1.299
O5 -9.360 5.676 0.915
C40 -10.615 6.103 0.380
H81 -8.007 0.977 2.350
H82 -6.249 0.764 2.408
H83 -7.166 -0.079 1.237
H84 -7.957 1.858 -0.065
H85 -6.190 1.610 -0.130
H86 -5.156 4.422 1.921
H87 -4.766 2.911 1.000
H88 -5.527 2.777 2.449
H89 -5.638 3.973 -0.969
H90 -6.559 5.276 -0.254
H91 -7.299 4.795 -2.335
H92 -8.632 4.054 -1.494
H93 -7.214 3.072 -2.176
H94 -7.374 4.974 2.130
H95 -7.883 3.454 2.717
H96 -9.908 4.097 2.137
H97 -9.451 3.571 0.547
H98 -10.685 7.190 0.331
H99 -11.463 5.660 0.903
H100 -10.715 5.886 -0.683
C41 -0.912 2.485 1.348
C42 -0.605 2.157 -0.156
N6 -1.136 0.693 -0.620
C43 -2.649 0.607 -0.306
C44 -1.027 0.666 -2.233
C45 -1.408 -0.705 -2.811
C46 -0.472 -0.401 0.209
C47 1.068 -0.438 0.006
O6 1.611 0.503 0.864
C48 3.009 0.803 0.684
H101 -1.994 2.520 1.476
H102 -0.512 3.478 1.554
H103 -0.414 1.822 2.055
H104 0.458 2.138 -0.395
H105 -1.013 2.856 -0.884
H106 -2.743 0.457 0.769
H107 -3.125 -0.214 -0.842
H108 -3.057 1.596 -0.512
H109 0.002 1.025 -2.264
H110 -1.716 1.453 -2.539
H111 -2.328 -1.070 -2.355
H112 -0.619 -1.423 -2.585
H113 -1.467 -0.603 -3.895
H114 -0.930 -1.368 0.003
H115 -0.683 -0.153 1.250
H116 1.368 -0.242 -1.023
H117 1.430 -1.423 0.300
H118 3.705 0.007 0.951
H119 3.304 1.637 1.320
H120 3.197 1.017 -0.368
C49 -4.735 -9.704 -5.009
C50 -3.860 -9.073 -3.920
C51 -2.677 -8.329 -4.424
C52 -1.927 -7.634 -3.333
P1 -2.731 -6.716 -1.915
C53 -4.026 -5.577 -2.508
C54 -3.610 -4.588 -3.636
C55 -4.826 -3.734 -4.152
C56 -4.218 -2.611 -5.172
C57 -3.522 -7.933 -0.724
C58 -2.519 -9.028 -0.293
C59 -3.028 -10.005 0.732
C60 -4.118 -10.999 0.256
C61 -1.314 -6.031 -0.951
C62 -0.510 -4.948 -1.719
C63 0.542 -4.297 -0.820
C64 1.708 -3.680 -1.630
H121 -5.550 -10.246 -4.528
H122 -4.075 -10.341 -5.598
H123 -5.300 -8.978 -5.593
H124 -3.466 -9.873 -3.294
H125 -4.558 -8.383 -3.446
H126 -2.880 -7.514 -5.118
H127 -2.025 -8.888 -5.095
H128 -1.152 -7.003 -3.766
H129 -1.263 -8.348 -2.846
H130 -4.459 -5.042 -1.663
H131 -4.783 -6.261 -2.890
H132 -3.064 -5.118 -4.416
H133 -2.964 -3.872 -3.128
H134 -5.366 -3.389 -3.271
H135 -5.532 -4.286 -4.773
H136 -3.491 -3.044 -5.859
H137 -3.882 -1.705 -4.667
H138 -5.111 -2.313 -5.722
H139 -4.435 -8.360 -1.138
H140 -3.767 -7.349 0.163
H141 -1.688 -8.584 0.256
H142 -1.955 -9.593 -1.034
H143 -3.329 -9.496 1.648
H144 -2.129 -10.563 0.992
H145 -3.828 -11.492 -0.671
H146 -5.051 -10.456 0.104
H147 -4.261 -11.852 0.920
H148 -0.626 -6.866 -0.820
H149 -1.657 -5.674 0.020
H150 -1.211 -4.245 -2.169
H151 0.062 -5.415 -2.521
H152 0.722 -4.930 0.049
H153 0.044 -3.537 -0.219
H154 2.246 -4.366 -2.285
H155 2.472 -3.285 -0.961
H156 1.296 -2.853 -2.209
C65 10.685 8.252 4.009
C66 10.210 6.874 4.531
C67 11.001 5.698 3.864
C68 10.592 5.560 2.402
P2 11.217 4.147 1.396
C69 11.849 2.869 2.641
C70 12.271 1.485 2.064
C71 12.732 0.646 3.220
C72 14.223 0.699 3.508
C73 12.786 4.532 0.566
C74 13.829 5.302 1.413
C75 15.013 4.409 1.892
C76 15.957 5.187 2.810
C77 9.746 3.314 0.628
C78 8.632 2.795 1.630
C79 7.471 2.044 0.967
C80 6.361 1.777 1.942
H157 9.999 8.974 4.453
H158 10.731 8.353 2.925
H159 11.686 8.498 4.363
H160 9.173 6.709 4.238
H161 10.198 6.816 5.620
H162 10.681 4.769 4.337
H163 12.085 5.793 3.935
H164 11.131 6.374 1.916
H165 9.540 5.815 2.274
H166 11.007 2.634 3.292
H167 12.636 3.281 3.273
H168 13.003 1.651 1.274
H169 11.456 1.018 1.510
H170 12.543 -0.409 3.021
H171 12.212 0.830 4.160
H172 14.581 -0.014 4.250
H173 14.460 1.692 3.889
H174 14.807 0.545 2.601
H175 12.528 5.205 -0.252
H176 13.205 3.603 0.182
H177 13.350 5.846 2.228
H178 14.058 6.128 0.739
H179 15.535 4.028 1.015
H180 14.600 3.502 2.334
H181 16.322 6.126 2.394
H182 16.858 4.647 3.101
H183 15.488 5.495 3.744
H184 10.276 2.510 0.117
H185 9.246 3.938 -0.111
H186 8.177 3.721 1.982
H187 8.981 2.315 2.545
H188 7.806 1.102 0.533
H189 7.100 2.700 0.181
H190 6.772 1.103 2.694
H191 5.569 1.172 1.499
H192 5.949 2.642 2.462
C81 -3.734 -2.313 2.443
F1 -2.859 -1.269 2.494
F2 -3.804 -2.915 3.675
F3 -4.948 -1.875 2.054
S1 -3.078 -3.544 1.112
O7 -3.075 -2.740 -0.119
O8 -1.742 -3.932 1.559
O9 -4.063 -4.626 1.134
C82 3.102 1.987 -3.309
F4 3.143 3.077 -2.617
F5 4.284 1.420 -3.274
F6 2.262 1.113 -2.730
S2 2.670 2.336 -5.087
O10 3.606 3.356 -5.618
O11 2.687 1.065 -5.843
O12 1.293 2.872 -5.109
C83 6.246 -3.729 2.771
O13 7.630 -3.432 2.617
O14 5.832 -3.235 4.055
C84 5.446 -3.339 1.405
F7 6.237 -3.653 0.367
F8 4.316 -4.050 1.226
F9 5.014 -2.089 1.397
C85 8.023 -2.126 2.207
C86 9.498 -1.990 2.160
H193 9.814 -2.486 3.078
H194 9.923 -2.446 1.265
H195 9.806 -0.947 2.091
H196 7.698 -1.300 2.839
H197 7.662 -1.771 1.241
H198 6.243 -4.817 2.830
C87 -3.502 4.141 -2.692
O15 -3.353 4.643 -1.335
O16 -3.921 2.813 -2.579
C88 -4.150 5.137 -3.749
F10 -4.356 4.337 -4.814
F11 -5.243 5.743 -3.380
F12 -3.269 6.091 -4.119
C89 -3.122 6.029 -1.063
C90 -2.426 6.245 0.347
H199 -1.432 5.802 0.280
H200 -2.256 7.288 0.614
H201 -2.903 5.695 1.159
H202 -3.971 6.697 -1.207
H203 -2.372 6.374 -1.776
H204 -2.471 4.113 -3.043

The value obtained for the total energy is -211153.2491 eV. As for the HOMO energy: -11.38 eV. The calculation puts the LUMO energy at -6.49 eV. Its net charge is +4. The calculation puts the orbital gap at 4.890 eV.